Entry 1:
{"formula": "C3H3N3O", "method": "ωB97M-V/def2-TZVPD", "e_above_lowest_kcal_mol": 99.8, "orbital_gap_ha": 0.3350, "elements": ["H", "C", "N", "C", "O", "N", "C", "H", "H", "N"], "xyz": [[-2.007342, 1.548796, 1.785601], [-0.769347, 0.850740, 0.527389], [-0.817043, -1.120832, -0.984386], [1.905017, -0.369375, -0.043016], [2.580234, 0.498474, 0.231629], [-1.017814, 1.361988, 1.617217], [-0.385996, 0.278043, -0.594125], [0.784038, -1.862923, -0.334960], [-0.147679, 0.927600, -1.436193], [-0.124069, -2.112510, -0.769157]], "forces_ev_per_a": [[0.1, 0.2, -0.1], [-0.2, -0.1, 0.2], [0.1, -0.1, 0.0], [1.7, 1.0, 0.4], [-0.5, -0.6, -0.2], [0.2, -0.6, -0.5], [-0.5, 0.0, 0.0], [-0.4, -0.2, 0.1], [-0.1, -0.2, 0.1], [-0.3, 0.6, -0.1]], "mulliken_charge": [0.2906, 0.6490, -0.0408, 0.0827, -0.1576, -0.5305, -0.6939, 0.4179, 0.3642, -0.3815]}

=====

Entry 2:
{"formula": "C3H3N3O", "method": "ωB97M-V/def2-TZVPD", "e_above_lowest_kcal_mol": 20.2, "orbital_gap_ha": 0.3746, "smiles": "N=C=CC=O.N#N", "elements": ["N", "H", "C", "H", "N", "C", "H", "N", "C", "O"], "xyz": [[-0.082141, -1.585108, 1.890767], [-1.121735, 1.474051, -1.089572], [-0.352749, 0.793439, -0.740882], [-0.072054, 0.779452, 2.415485], [0.100691, -2.306038, 1.078492], [0.034576, 0.959763, 0.516657], [-0.161547, -0.113023, -2.694060], [0.398123, 1.241451, 1.639200], [0.219298, -0.198839, -1.655628], [1.037539, -1.045147, -1.360458]], "forces_ev_per_a": [[0.3, -1.5, -1.3], [0.1, -0.1, -0.1], [0.1, 0.1, 0.1], [0.1, 0.0, -0.1], [-0.3, 1.1, 1.4], [0.1, 0.3, 0.5], [0.0, -0.1, 0.1], [-0.2, -0.1, -0.8], [0.2, -0.2, 0.1], [-0.3, 0.4, -0.1]], "mulliken_charge": [0.0308, 0.3318, -0.4794, 0.3373, -0.0629, 0.4715, 0.3095, -0.4774, 0.0354, -0.4967]}

=====

Entry 3:
{"formula": "C3H3N3O", "method": "ωB97M-V/def2-TZVPD", "e_above_lowest_kcal_mol": 89.2, "orbital_gap_ha": 0.3506, "elements": ["C", "N", "H", "C", "O", "N", "C", "N", "H", "H"], "xyz": [[0.182401, -0.426640, -0.790580], [2.095385, 0.114173, 0.792575], [-0.044583, -1.471128, -0.985655], [-1.758587, -0.137374, 1.255005], [-1.552490, -0.938553, 2.031805], [-0.425759, 0.516349, -1.726769], [1.195154, -0.135944, -0.004092], [-1.229800, 1.365278, -1.335976], [-1.437926, 1.277877, -0.325644], [3.032055, 0.144513, 0.385124]], "forces_ev_per_a": [[0.3, 0.0, 0.0], [-0.5, 0.0, -0.4], [0.1, 0.2, 0.0], [0.0, -1.1, 1.3], [-0.2, 0.9, -0.9], [-0.2, 0.1, 0.0], [0.2, 0.1, 0.1], [0.3, -0.3, -0.1], [0.3, 0.1, -0.1], [-0.1, -0.1, 0.1]], "mulliken_charge": [-0.7691, -0.5184, 0.3451, 0.0601, -0.1159, -0.0624, 0.7444, -0.3303, 0.3548, 0.2917]}

=====

Entry 4:
{"formula": "C3H3N3O", "method": "ωB97M-V/def2-TZVPD", "e_above_lowest_kcal_mol": 33.7, "orbital_gap_ha": 0.3354, "smiles": "O=c1nccn[nH]1", "elements": ["C", "N", "C", "N", "H", "N", "C", "O", "H", "H"], "xyz": [[-1.096562, -0.765300, -0.069542], [0.000732, -1.401738, 0.212135], [-1.164890, 0.659424, -0.062615], [-0.125424, 1.352605, 0.298075], [-1.961888, -1.375736, -0.322330], [1.013975, 0.719556, 0.256535], [1.167564, -0.665497, 0.062340], [2.253052, -1.105938, -0.236546], [1.831257, 1.305750, 0.366811], [-1.923811, 1.281931, -0.504418]], "forces_ev_per_a": [[0.3, -0.1, -0.2], [0.0, -0.1, -0.8], [0.2, 0.3, -0.4], [-0.2, 0.5, -1.4], [-0.1, 0.2, 0.5], [0.4, -0.5, 1.1], [0.6, 0.2, 0.1], [-0.3, 0.0, 0.3], [0.1, -0.3, 0.1], [-0.9, -0.3, 0.7]], "mulliken_charge": [0.0110, -0.4427, -0.1567, -0.6432, 0.3781, 0.2962, 0.4629, -0.5651, 0.2718, 0.3877]}

=====

Entry 5:
{"formula": "C3H3N3O2", "method": "ωB97M-V/def2-TZVPD", "e_above_lowest_kcal_mol": 77.7, "orbital_gap_ha": 0.3541, "smiles": "O=c1nc[nH]c(O)n1", "elements": ["C", "C", "H", "C", "N", "N", "H", "O", "H", "N", "O"], "xyz": [[-1.661559, -0.628934, -0.093292], [0.585194, -0.798885, -0.037219], [2.511406, -0.789675, -0.153433], [-0.450778, 1.247168, -0.099505], [-0.465132, -1.400724, 0.037736], [0.827731, 0.623137, 0.168207], [-0.481538, 2.446858, 0.256657], [-2.693864, -1.298255, 0.090966], [1.734139, 1.198336, 0.355328], [-1.702531, 0.727819, -0.322634], [1.796927, -1.326844, -0.202811]], "forces_ev_per_a": [[-3.4, -4.2, 1.2], [6.3, 3.5, 1.1], [2.9, 2.9, 0.3], [-1.4, 3.4, 2.3], [-2.1, -0.1, -1.1], [-4.2, 1.2, -1.0], [0.3, -3.2, -1.7], [1.8, 2.1, -0.6], [-2.5, -1.7, -0.7], [5.6, 1.4, 0.8], [-3.2, -5.2, -0.5]], "mulliken_charge": [0.4863, 0.6090, 0.2811, 0.0339, -0.3574, -0.2129, 0.2559, -0.5567, 0.3164, -0.4004, -0.4552]}

=====

Entry 6:
{"formula": "C3H3N3O2", "method": "ωB97M-V/def2-TZVPD", "e_above_lowest_kcal_mol": 127.1, "orbital_gap_ha": 0.3588, "smiles": "O=[N+]([O-])c1c[nH]cn1", "elements": ["C", "N", "H", "N", "H", "O", "H", "C", "C", "O", "N"], "xyz": [[1.982114, -0.781438, -0.111703], [-1.404185, 0.005290, -0.045424], [2.901212, 1.214209, 0.659812], [2.006370, 0.629449, 0.125948], [2.732594, -1.573284, 0.075392], [-1.877097, -1.120043, 0.289243], [0.381800, 2.227804, 0.130195], [-0.049601, 0.048049, -0.135710], [0.778276, 1.132921, 0.018885], [-2.057796, 0.985812, -0.128469], [0.711929, -1.090749, -0.192012]], "forces_ev_per_a": [[-2.3, 1.4, 1.6], [-2.6, -4.7, 1.8], [-3.5, -2.3, -2.5], [5.8, 1.2, 1.8], [-0.1, 1.3, -0.4], [0.6, 1.9, -0.9], [1.5, -2.3, -0.1], [4.4, -0.5, -0.5], [-2.7, 2.1, 0.7], [-1.1, 2.5, -0.6], [-0.1, -0.8, -0.7]], "mulliken_charge": [-0.2380, 0.8574, 0.3410, -0.1918, 0.3487, -0.5138, 0.3437, 0.2312, -0.1557, -0.5790, -0.4437]}